{"formula": "C60H40AsCl5N4O2PTi", "method": "ωB97M-V with the def2-TZVPD basis set", "species": ["Ti", "C", "C", "C", "C", "C", "C", "N", "C", "C", "C", "C", "C", "C", "N", "N", "C", "C", "C", "C", "C", "N", "H", "H", "H", "H", "H", "H", "H", "H", "H", "H", "H", "H", "H", "O", "C", "O", "C", "C", "C", "C", "C", "C", "P", "C", "C", "C", "C", "C", "C", "C", "C", "C", "C", "C", "C", "H", "H", "H", "H", "H", "H", "H", "H", "H", "H", "H", "H", "H", "H", "Cl", "C", "C", "C", "Cl", "C", "Cl", "C", "Cl", "C", "Cl", "C", "C", "C", "C", "C", "C", "As", "C", "C", "C", "C", "C", "C", "C", "C", "C", "C", "C", "C", "H", "H", "H", "H", "H", "H", "H", "H", "H", "H", "H", "H", "H"], "positions_angstrom": [[0.1716, -0.7526, 0.9398], [-4.9811, 1.0505, -1.2998], [-4.2003, 0.0126, -1.7773], [-3.1744, -0.5150, -1.0007], [-2.8914, -0.0120, 0.2685], [-3.7028, 1.0322, 0.7428], [-4.7238, 1.5545, -0.0277], [-1.8468, -0.5341, 1.0588], [-2.2092, -0.9080, 2.3475], [-3.5128, -1.2604, 2.7347], [-3.8033, -1.6428, 4.0308], [-2.8008, -1.6889, 4.9965], [-1.5081, -1.3517, 4.6487], [-1.1960, -0.9655, 3.3395], [0.0649, -0.5411, 2.9361], [0.9059, -0.3500, 3.9375], [2.1519, 0.1352, 3.7348], [2.9579, 0.1936, 4.9028], [4.2580, 0.6109, 4.8231], [4.7617, 0.9998, 3.5761], [3.9090, 0.9508, 2.4942], [2.6392, 0.5352, 2.5397], [-5.7761, 1.4689, -1.9063], [-4.3872, -0.4079, -2.7595], [-2.6254, -1.3670, -1.3717], [-3.5070, 1.4331, 1.7299], [-5.3144, 2.3772, 0.3600], [-4.2995, -1.2455, 1.9921], [-4.8201, -1.9174, 4.2908], [-3.0325, -1.9998, 6.0082], [-0.7032, -1.3811, 5.3691], [2.5030, -0.1172, 5.8340], [4.8850, 0.6348, 5.7059], [5.7850, 1.3303, 3.4498], [4.2793, 1.2631, 1.5214], [3.7148, -0.3655, -0.7233], [2.7013, 0.2497, -0.4999], [1.5695, -0.3041, -0.1444], [2.6782, 1.7514, -0.6364], [3.6784, 2.3053, -1.4334], [3.7644, 3.6708, -1.6249], [2.8380, 4.5049, -1.0131], [1.8464, 3.9631, -0.2164], [1.7433, 2.5853, -0.0055], [0.3948, 1.9210, 1.0786], [-0.9280, 2.9359, 0.2466], [-1.2854, 2.5042, -1.0298], [-2.1471, 3.2375, -1.8258], [-2.7098, 4.4068, -1.3278], [-2.3873, 4.8361, -0.0504], [-1.4912, 4.1118, 0.7305], [0.4702, 2.8619, 2.6448], [-0.5515, 2.5642, 3.5461], [-0.5787, 3.1527, 4.8015], [0.4203, 4.0435, 5.1710], [1.4422, 4.3415, 4.2792], [1.4706, 3.7508, 3.0228], [4.3910, 1.6270, -1.8859], [4.5519, 4.0806, -2.2456], [2.8952, 5.5769, -1.1572], [1.1178, 4.6197, 0.2414], [-0.8650, 1.5773, -1.3944], [-2.3849, 2.8924, -2.8247], [-3.4116, 4.9737, -1.9295], [-2.8210, 5.7489, 0.3422], [-1.2235, 4.4767, 1.7157], [-1.3257, 1.8566, 3.2651], [-1.3687, 2.9062, 5.5005], [0.4163, 4.4923, 6.1575], [2.2299, 5.0285, 4.5666], [2.2853, 3.9724, 2.3453], [-2.1639, -3.5519, 0.3071], [-0.5602, -3.9281, 0.8582], [0.3550, -2.8927, 1.1246], [1.5993, -3.3499, 1.5803], [2.7858, -2.1430, 1.9309], [1.9447, -4.6858, 1.7317], [3.5219, -5.1357, 2.2731], [1.0094, -5.6663, 1.4299], [1.4189, -7.3351, 1.5636], [-0.2571, -5.2839, 1.0068], [-1.4359, -6.4980, 0.6513], [4.2703, -3.1955, -3.1875], [3.7248, -2.1556, -3.9261], [2.4538, -1.6781, -3.6328], [1.7201, -2.2379, -2.5940], [2.2690, -3.2903, -1.8657], [3.5358, -3.7691, -2.1592], [-0.0398, -1.6010, -2.0220], [-0.3847, -0.3177, -3.4587], [0.1672, 0.9461, -3.6122], [-0.2099, 1.7485, -4.6800], [-1.1548, 1.2896, -5.5899], [-1.7043, 0.0239, -5.4470], [-1.3157, -0.7926, -4.3890], [-1.7288, -2.1960, -4.1882], [-2.6007, -2.9149, -5.0005], [-2.8176, -4.2636, -4.7622], [-2.1648, -4.9038, -3.7144], [-1.3188, -4.1850, -2.8826], [-1.1015, -2.8359, -3.1143], [5.2719, -3.5491, -3.4039], [4.2934, -1.7028, -4.7297], [2.0465, -0.8604, -4.2118], [1.7090, -3.7255, -1.0459], [3.9538, -4.5774, -1.5709], [0.9047, 1.3131, -2.9067], [0.2283, 2.7320, -4.7969], [-1.4536, 1.9151, -6.4223], [-2.4256, -0.3351, -6.1723], [-3.1052, -2.4256, -5.8264], [-3.4904, -4.8210, -5.4020], [-2.3221, -5.9612, -3.5414], [-0.8250, -4.6856, -2.0583]], "spin_multiplicity": 3, "s2": 2.027, "total_charge": -1, "lumo_energy_ev": [2.36, 1.93], "de_lowest_kcal_mol": 29.51, "homo_ha": [-0.1284, -0.1647], "total_energy_ha": -8407.67885}

{"formula": "C60H42N2O20", "method": "ωB97M-V with the def2-TZVPD basis set", "species": ["O", "N", "O", "C", "C", "C", "C", "C", "C", "H", "H", "H", "H", "H", "O", "N", "O", "C", "C", "C", "C", "C", "C", "H", "H", "H", "H", "H", "O", "C", "C", "C", "C", "O", "C", "C", "H", "H", "H", "H", "O", "C", "C", "C", "C", "O", "C", "C", "H", "H", "H", "H", "O", "C", "C", "C", "C", "O", "C", "C", "H", "H", "H", "H", "O", "C", "C", "C", "C", "O", "C", "C", "H", "H", "H", "H", "O", "C", "C", "C", "C", "O", "C", "C", "H", "H", "H", "H", "O", "C", "C", "C", "C", "O", "C", "C", "H", "H", "H", "H", "O", "C", "C", "C", "C", "O", "C", "C", "H", "H", "H", "H", "O", "C", "C", "C", "C", "O", "C", "C", "H", "H", "H", "H"], "positions_angstrom": [[3.0879, 4.8041, 6.7135], [2.5103, 3.7322, 6.5656], [1.2764, 3.6199, 6.4914], [3.3101, 2.5204, 6.3225], [2.6433, 1.3382, 5.8709], [3.3960, 0.1549, 5.8773], [4.6937, 0.1137, 6.2635], [5.3260, 1.2709, 6.7235], [4.6534, 2.4905, 6.6548], [1.6341, 1.2985, 5.4726], [2.8674, -0.7005, 5.6208], [5.2738, -0.7736, 6.2080], [6.3457, 1.3445, 7.0340], [5.1107, 3.4240, 6.8905], [4.2879, -3.8255, -2.8562], [3.7891, -3.0862, -3.6491], [4.1938, -1.9675, -3.9061], [2.6033, -3.4984, -4.3383], [1.9949, -2.5538, -5.1433], [0.8668, -2.8784, -5.7970], [0.2509, -4.0669, -5.5553], [0.8777, -5.0315, -4.8042], [2.0713, -4.7405, -4.1246], [2.4108, -1.5333, -5.2220], [0.4357, -2.1375, -6.5189], [-0.6798, -4.2701, -5.9849], [0.4831, -6.0282, -4.5914], [2.5267, -5.4353, -3.4265], [-1.4274, -0.9561, -7.8522], [-2.6028, -0.5919, -7.9047], [-3.2049, -0.0001, -6.6432], [-4.5096, 0.2388, -6.4880], [-5.3802, -0.0172, -7.6772], [-6.5537, 0.2933, -7.7346], [-4.7891, -0.4678, -8.9275], [-3.4729, -0.7260, -9.0580], [-2.4630, 0.2520, -5.9201], [-4.9948, 0.6309, -5.6202], [-5.4857, -0.5406, -9.7355], [-3.0942, -0.9131, -9.9974], [-3.0533, -4.5063, 3.6110], [-1.9547, -3.9965, 3.6278], [-1.2589, -3.6314, 2.3126], [-0.0377, -3.0129, 2.2728], [0.6057, -2.7222, 3.6274], [1.6633, -2.1543, 3.7053], [-0.1809, -3.0037, 4.8379], [-1.2961, -3.7368, 4.9351], [-1.7683, -3.9317, 1.4141], [0.4487, -2.6760, 1.3528], [0.3500, -2.6996, 5.7591], [-1.8820, -4.0690, 5.8203], [-7.6431, -1.3706, -2.2497], [-7.3169, -1.7066, -3.3580], [-8.2813, -1.8037, -4.4851], [-7.9577, -2.1912, -5.6986], [-6.5673, -2.7117, -5.9881], [-6.2697, -3.2659, -7.0220], [-5.5710, -2.4975, -4.8673], [-5.9168, -2.0985, -3.6216], [-9.2085, -1.3104, -4.1834], [-8.6542, -2.2389, -6.5128], [-4.5886, -2.8906, -5.1270], [-5.2989, -2.2488, -2.7504], [-2.3995, 7.9582, -0.5294], [-1.3601, 7.3605, -0.4673], [-0.1400, 7.8131, -1.1931], [0.9990, 7.1642, -1.1734], [1.0702, 5.8616, -0.4170], [2.1003, 5.2575, -0.3370], [-0.1024, 5.3660, 0.3350], [-1.2067, 6.0910, 0.3048], [-0.4061, 8.6417, -1.8463], [1.8825, 7.2987, -1.7326], [-0.0695, 4.5297, 1.0431], [-2.0621, 5.9130, 0.8961], [5.1656, 5.0499, 2.9464], [4.2650, 4.2698, 3.0405], [4.4674, 2.9096, 2.5335], [3.3318, 2.2112, 2.3345], [1.9339, 2.8029, 2.4720], [0.9486, 2.2553, 1.9986], [1.8245, 4.0863, 3.1666], [2.9386, 4.7723, 3.4995], [5.4857, 2.6906, 2.2060], [3.2606, 1.3241, 1.6552], [0.7690, 4.3927, 3.2684], [2.9553, 5.7365, 4.0118], [-1.7911, -0.0007, 2.2037], [-2.0641, 0.0976, 3.3668], [-1.0951, 0.7585, 4.3306], [-1.5365, 1.1256, 5.5078], [-2.9023, 0.6086, 6.0234], [-3.2911, 0.9445, 7.1144], [-3.7239, -0.3831, 5.1900], [-3.3767, -0.4694, 3.8880], [-0.1269, 0.8741, 3.8697], [-1.0014, 1.6106, 6.3045], [-4.5394, -0.8856, 5.5826], [-3.9328, -0.9929, 3.1494], [3.4886, -3.4730, 0.1874], [4.0815, -2.5501, 0.6788], [4.1661, -2.4146, 2.1504], [5.1314, -1.6806, 2.6905], [5.9189, -0.7466, 1.8907], [6.3822, 0.2631, 2.3270], [5.7374, -0.7546, 0.3983], [4.8970, -1.6047, -0.1699], [3.4664, -2.9573, 2.7513], [5.2020, -1.5518, 3.7674], [6.3968, -0.0796, -0.1122], [4.7178, -1.5793, -1.2314], [1.7255, -0.9579, 0.2572], [0.7805, -0.7965, -0.4944], [-0.3063, 0.1467, -0.2605], [-1.4109, -0.0089, -1.0182], [-1.5581, -0.9369, -2.1655], [-2.5265, -0.9031, -2.9122], [-0.4205, -1.8430, -2.5039], [0.6512, -1.7131, -1.7188], [-0.2087, 0.8690, 0.5145], [-2.2962, 0.5982, -0.8048], [-0.3876, -2.3228, -3.4681], [1.4769, -2.3583, -1.9449]], "lumo_energy_ev": -1.76, "homo_ha": -0.3620, "total_energy_ha": -3925.34261}